Version one
Formula: C2H3O2P
Source: OMol25
Level of theory: the ωB97M-V functional and the def2-TZVPD basis

Values from the calculation:
Highest occupied orbital energy: -9.09 eV
Charge: 0

Element x y z (Å)
C  0.364  -1.016  -2.387
C  0.039  -0.210  1.277
O  -0.265  -1.252  0.752
O  1.377  -2.975  -0.533
P  0.424  -2.097  -1.218
H  -0.464  -0.492  -2.608
H  0.116  0.874  0.835
H  0.452  -0.113  2.315



Version two
Formula: C2H3O2P
Source: OMol25
Level of theory: the ωB97M-V functional and the def2-TZVPD basis

Values from the calculation:
Highest occupied orbital energy: -9.02 eV
Charge: 0

Element x y z (Å)
C  2.852  0.001  0.307
C  1.725  0.239  0.066
O  -2.103  -0.641  0.115
O  -0.036  0.428  -0.630
P  -1.068  0.605  0.580
H  3.960  -0.195  0.418
H  -2.954  -0.676  0.506
H  -1.860  1.792  0.097



Of them, version one has the highest stability.



Version one
Formula: C4H7F
Source: OMol25
Level of theory: the ωB97M-V functional and the def2-TZVPD basis

Values from the calculation:
Highest occupied orbital energy: -9.68 eV
Charge: 0

Element x y z (Å)
C  -1.377  -0.022  -1.064
C  -0.627  -0.373  -0.016
C  0.455  -1.017  0.740
C  0.001  0.381  1.083
H  -1.870  0.929  -0.877
H  -1.405  -0.463  -2.041
H  1.399  -1.191  0.210
H  0.052  -1.801  1.473
H  -0.482  0.542  2.100
H  0.634  1.270  0.838
F  1.997  0.772  -1.027
H  1.224  0.974  -1.419



Version two
Formula: C4H7F
Source: OMol25
Level of theory: the ωB97M-V functional and the def2-TZVPD basis

Values from the calculation:
Highest occupied orbital energy: -9.75 eV
Charge: 0

Element x y z (Å)
C  1.952  -0.235  -0.179
C  0.519  -0.284  0.216
C  -0.560  0.313  -0.342
C  -1.908  0.312  0.276
F  -2.677  -0.681  -0.359
H  2.186  0.484  -0.941
H  2.568  -0.019  0.663
H  2.395  -1.158  -0.582
H  0.291  -0.825  1.126
H  -0.439  0.790  -1.310
H  -2.442  1.265  0.093
H  -1.886  0.038  1.340



Of them, version two has the highest stability.



Version one
Formula: C15H22N2O4
Source: OMol25
Level of theory: the ωB97M-V functional and the def2-TZVPD basis

Values from the calculation:
Highest occupied orbital energy: -6.23 eV
Charge: 0

Element x y z (Å)
O  1.685  -2.353  -1.990
C  2.314  -1.433  -1.451
C  1.890  -0.952  -0.048
C  2.416  -1.850  1.101
O  3.832  -1.914  1.139
N  0.426  -0.919  -0.012
C  -0.313  -0.248  0.876
O  0.194  0.420  1.775
C  -1.836  -0.261  0.650
C  -2.369  1.082  0.096
C  -3.592  0.830  0.975
C  -2.690  0.021  1.912
C  -4.976  0.563  0.580
C  -4.652  1.866  1.334
C  -5.791  2.342  2.247
C  -4.411  2.628  2.647
N  3.304  -0.741  -2.055
C  4.669  -1.244  -2.050
C  5.318  -0.125  -2.830
C  4.271  0.201  -3.888
O  3.023  -0.197  -3.321
H  2.242  0.071  0.103
H  2.084  -1.463  2.066
H  2.018  -2.863  1.013
H  4.093  -2.372  1.944
H  0.008  -1.428  -0.780
H  -2.155  -1.126  0.065
H  -1.826  1.976  0.416
H  -2.555  1.153  -0.976
H  -3.154  -0.832  2.405
H  -2.217  0.653  2.668
H  -5.212  0.584  -0.485
H  -5.499  -0.253  1.080
H  -6.422  3.162  1.899
H  -6.361  1.604  2.814
H  -3.995  2.100  3.506
H  -4.040  3.653  2.583
H  5.082  -1.351  -1.045
H  4.723  -2.202  -2.574
H  5.490  0.739  -2.183
H  6.285  -0.408  -3.248
H  4.261  1.259  -4.153
H  4.436  -0.373  -4.802



Version two
Formula: C15H22N2O4
Source: OMol25
Level of theory: the ωB97M-V functional and the def2-TZVPD basis

Values from the calculation:
Highest occupied orbital energy: -8.60 eV
Charge: 0

Element x y z (Å)
C  2.125  -2.433  -1.924
C  2.482  -1.699  -0.576
C  3.685  -2.356  0.120
C  1.256  -1.426  0.248
C  1.635  -0.395  1.307
N  0.648  -0.524  2.291
C  1.517  0.934  0.600
O  2.505  1.380  0.046
N  0.332  1.570  0.715
C  -0.136  2.475  -0.325
C  -1.717  2.660  -0.032
C  -2.545  1.384  -0.046
C  -3.177  0.865  1.102
C  -3.790  -0.379  1.026
C  -3.838  -1.117  -0.188
O  -4.465  -2.290  -0.417
C  -3.197  -0.591  -1.313
C  -2.456  0.556  -1.180
C  0.503  3.838  -0.429
O  -0.184  4.757  -0.246
O  1.795  4.016  -0.762
H  1.170  -2.073  -2.350
H  3.062  -2.494  -2.648
H  1.778  -3.472  -1.695
H  2.858  -0.672  -0.875
H  3.457  -3.280  0.662
H  4.382  -2.568  -0.692
H  4.165  -1.729  0.925
H  0.319  -1.103  -0.383
H  0.924  -2.383  0.690
H  2.752  -0.604  1.604
H  0.750  -1.399  2.828
H  0.957  0.080  3.069
H  -0.451  0.968  0.897
H  -0.004  2.169  -1.349
H  -1.995  3.275  0.777
H  -1.978  3.079  -1.066
H  -3.098  1.394  2.142
H  -4.052  -0.821  1.966
H  -4.994  -2.616  0.422
H  -3.317  -1.145  -2.260
H  -1.932  0.968  -2.092
H  2.269  3.198  -0.586



Of them, version two has the highest stability.



Version one
Formula: C5H4N2O
Source: OMol25
Level of theory: the ωB97M-V functional and the def2-TZVPD basis

Values from the calculation:
Highest occupied orbital energy: -11.77 eV
Charge: 0

Element x y z (Å)
C  0.069  -1.183  -0.433
C  -0.481  -0.124  0.433
C  -0.030  -0.051  1.845
N  0.184  0.265  2.908
C  -0.392  1.229  -0.201
O  -1.059  2.115  0.153
C  0.695  1.329  -1.256
N  1.527  1.212  -2.083
H  1.097  -1.372  -0.231
H  0.237  -0.973  -1.470
H  -0.323  -2.179  -0.215
H  -1.524  -0.268  0.550



Version two
Formula: C5H4N2O
Source: OMol25
Level of theory: the ωB97M-V functional and the def2-TZVPD basis

Values from the calculation:
Highest occupied orbital energy: -8.60 eV
Charge: 0

Element x y z (Å)
N  -1.508  -1.586  -1.461
C  -2.193  -1.057  -0.582
C  -2.836  -0.380  0.292
O  -3.426  0.035  1.239
H  -1.636  -1.206  -2.442
C  2.400  0.588  0.973
C  1.353  0.139  0.400
C  0.677  1.025  -0.390
N  0.374  1.815  -1.136
H  2.803  1.554  0.760
H  2.924  0.028  1.691
H  1.067  -0.955  0.657



Version three
Formula: C5H4N2O
Source: OMol25
Level of theory: the ωB97M-V functional and the def2-TZVPD basis

Values from the calculation:
Highest occupied orbital energy: -9.36 eV
Charge: 0

Element x y z (Å)
C  1.229  -1.054  -1.015
C  0.435  -0.384  -0.168
C  0.749  -0.010  1.177
N  0.012  0.837  1.891
N  -1.186  1.276  1.577
C  -1.551  0.865  0.348
C  -0.729  0.203  -0.654
O  -1.159  0.121  -1.804
H  2.250  -1.333  -0.939
H  0.724  -1.391  -1.957
H  1.635  -0.465  1.629
H  -2.407  1.334  -0.086



Of them, version one has the highest stability.